# C24H42BCl2F2N8O7P2

A 4-piece molecular cluster, C24H42BCl2F2N8O7P2 overall (ωB97M-V/def2-TZVPD, the OMol25 dataset).

Each line ends with the Mulliken charge.
Element x y z (Å)
N (3.29, -0.87, 1.58)  -0.80
C (2.87, -1.60, 0.65)  -0.30
C (2.48, -1.00, -0.69)  -2.10
C (1.39, -1.77, -1.45)  0.99
C (1.93, -3.19, -1.69)  -1.05
O (3.14, -3.03, -2.45)  -0.26
N (4.26, -3.56, -1.69)  0.08
O (5.15, -2.83, -1.70)  -0.21
N (1.05, -1.31, -2.83)  -0.52
C (0.01, -0.22, -2.75)  0.15
P (-0.54, -0.21, -4.54)  0.07
N (-1.03, -1.63, -4.99)  -0.74
P (1.02, 1.40, -2.51)  0.42
O (2.49, 0.89, -3.00)  -0.50
Cl (0.44, 2.73, -4.03)  -0.22
C (-0.98, -0.61, -1.59)  1.33
C (-2.21, -1.41, -2.03)  -1.41
C (-3.32, -0.61, -2.71)  -0.91
C (-4.47, -1.51, -3.22)  -1.27
Cl (-3.93, -2.98, -4.07)  -0.20
N (-1.20, 0.47, -0.59)  0.11
C (-1.73, 1.64, -1.14)  0.27
O (-1.79, 1.96, -2.29)  -0.29
F (-2.16, 2.45, -0.19)  -0.30
C (-2.02, 0.06, 0.53)  0.66
O (-1.55, -0.15, 1.62)  -0.44
F (-3.33, -0.03, 0.34)  -0.20
C (0.02, -1.56, -0.74)  -1.96
B (-0.48, -2.99, -0.21)  1.17
O (-0.36, -3.25, 1.11)  -0.69
O (-1.02, -4.01, -0.96)  -0.70
H (3.30, 0.13, 1.31)  0.28
H (2.85, -2.67, 0.86)  0.41
H (3.35, -0.82, -1.31)  0.52
H (2.09, -0.01, -0.47)  0.60
H (2.21, -3.73, -0.79)  0.58
H (1.29, -3.82, -2.30)  0.67
H (1.78, -1.24, -3.56)  0.65
H (0.47, -2.09, -3.19)  0.88
H (0.64, 0.15, -5.23)  0.18
H (-1.49, 0.79, -4.76)  0.23
H (-1.97, -1.55, -5.34)  0.32
H (3.02, 1.67, -3.20)  0.42
H (-2.69, -1.85, -1.16)  0.75
H (-1.84, -2.23, -2.62)  0.99
H (-3.00, 0.09, -3.46)  0.46
H (-3.79, -0.02, -1.93)  0.35
H (-5.03, -1.81, -2.35)  0.48
H (-5.12, -0.92, -3.83)  0.60
H (0.33, -1.07, 0.18)  0.63
H (-0.45, -4.20, 1.23)  0.33
H (-0.84, -3.93, -1.90)  0.35
C (-9.19, -4.15, -1.44)  -1.15
C (-8.79, -4.62, -2.83)  -0.52
C (-7.40, -4.13, -3.25)  -0.32
C (-7.34, -2.68, -3.39)  0.37
N (-7.28, -1.54, -3.49)  -0.55
H (-9.26, -3.06, -1.38)  0.34
H (-10.17, -4.56, -1.16)  0.34
H (-8.47, -4.48, -0.69)  0.30
H (-9.54, -4.28, -3.55)  0.31
H (-8.80, -5.71, -2.86)  0.32
H (-7.13, -4.58, -4.21)  0.35
H (-6.65, -4.46, -2.52)  0.30
C (3.87, 3.85, 3.81)  -0.83
C (2.67, 4.31, 2.99)  -0.68
C (1.90, 3.15, 2.36)  -0.39
C (2.69, 2.45, 1.35)  0.51
N (3.32, 1.89, 0.57)  -0.63
H (4.61, 3.35, 3.18)  0.37
H (4.36, 4.70, 4.28)  0.05
H (3.57, 3.16, 4.60)  0.34
H (3.00, 5.01, 2.22)  0.33
H (1.99, 4.86, 3.65)  0.37
H (0.99, 3.54, 1.88)  0.27
H (1.57, 2.45, 3.12)  0.35
C (5.85, 6.64, 7.04)  -1.05
C (5.63, 5.50, 8.02)  -0.41
C (6.61, 4.33, 7.83)  -0.45
C (6.41, 3.66, 6.54)  0.30
N (6.27, 3.14, 5.53)  -0.42
H (5.68, 6.32, 6.01)  0.24
H (5.17, 7.46, 7.25)  0.32
H (6.87, 7.02, 7.10)  0.32
H (4.60, 5.14, 7.94)  0.29
H (5.75, 5.88, 9.04)  0.31
H (6.46, 3.60, 8.62)  0.28
H (7.63, 4.69, 7.90)  0.29

Summary:
Lowest unoccupied orbital energy = -2.96 eV
E_tot = -101548.544 eV
Frontier orbital gap = 0.3321 Ha
Total charge = +1
Multiplicity = 1



# C5H11N2

An isolated ion of composition C5H11N2 and charge +1 (ωB97M-V/def2-TZVPD, the OMol25 dataset).

Each line ends with the Mulliken charge.
Element x y z (Å)
C (-2.14, -0.59, -0.12)  -0.08
C (-1.67, 0.84, -0.24)  -0.40
C (-0.13, 0.91, -0.42)  -0.65
C (0.73, -0.44, 1.36)  -0.75
C (1.25, -1.00, -1.03)  -0.81
N (-1.43, -1.50, 0.14)  -0.31
N (0.52, -0.27, 0.03)  0.02
H (-3.16, -0.82, -0.34)  0.48
H (-2.16, 1.18, -1.18)  0.35
H (-2.15, 1.34, 0.76)  0.32
H (0.28, 1.06, -1.46)  0.43
H (0.22, 1.81, 0.16)  0.33
H (1.77, -0.04, 1.70)  0.32
H (-0.07, 0.08, 1.94)  0.33
H (0.81, -1.55, 1.37)  0.39
H (1.99, -1.73, -0.58)  0.32
H (0.57, -1.49, -1.76)  0.34
H (1.83, -0.32, -1.70)  0.38

Summary:
Lowest unoccupied orbital energy (alpha / beta) = -6.44 / -5.15 eV
E_tot = -8332.760 eV
Energy relative to the best compared isomer or geometry (same formula, charge and spin) = 4.359 eV
Frontier orbital gap (alpha / beta) = 0.2812 / 0.3555 Ha
Total charge = +1
Multiplicity = 1